Entry 1:
120
Properties=species:S:1:pos:R:3:mulliken_charge:R:1 method="wB97M-V/def2-TZVPD" de_lowest_ev=0.257 lumo_energy_ev=-2.75 orbital_gap_ha=0.2041 total_energy_ev=-98640.589
C -6.6994 -1.0617 -3.0663 -1.00
C -6.7484 -1.5877 -1.5913 0.01
C -5.6264 -1.2357 -0.6533 0.81
O -5.6614 -1.6907 0.5067 -0.77
C -4.5284 -0.3607 -1.1683 0.93
C -4.4764 -0.0227 -2.7013 -0.07
C -5.6084 -0.3657 -3.5163 0.28
O -5.5274 -0.0777 -4.7493 -0.64
O -3.2704 0.3363 -3.2373 -0.64
O -7.7754 -2.3427 -1.1543 -0.57
H -7.5114 -1.2217 -3.6723 0.61
H -3.6804 -0.2147 -0.3893 0.15
H -2.3084 0.4263 -2.8123 0.32
H -7.6924 -2.5117 -0.1943 0.37
C 4.5436 -3.5797 1.4387 -1.40
C 4.8546 -2.0817 1.5347 0.25
C 6.2016 -1.5797 1.6237 0.88
O 6.3416 -0.3747 1.8247 -0.61
C 7.2696 -2.5417 1.6617 -0.84
C 7.0346 -4.0507 1.6787 0.68
C 5.6916 -4.5507 1.6987 0.29
O 5.5046 -5.7827 1.6087 -0.56
O 8.0546 -4.8877 1.8537 -0.45
O 3.8086 -1.1167 1.5257 0.19
H 3.6256 -3.7757 1.5107 1.05
H 8.2816 -2.2307 1.5847 0.33
H 8.8986 -4.4097 1.8737 0.33
H 4.0336 -0.2707 1.7037 0.01
C -3.7454 -3.9587 -3.7603 -0.82
C -4.5084 -4.6577 -2.5793 0.30
C -4.0334 -4.4847 -1.2333 0.73
O -4.7174 -5.0067 -0.3213 -0.72
C -2.8114 -3.6687 -1.0763 -0.86
C -2.0814 -3.0627 -2.1313 0.28
C -2.6724 -3.1697 -3.5413 0.56
O -2.1474 -2.6807 -4.4853 -0.60
O -0.8654 -2.4047 -2.0303 -0.25
O -5.5644 -5.4607 -2.7813 -0.57
H -4.2424 -4.1957 -4.6353 0.58
H -2.5854 -3.5917 -0.0973 0.88
H -0.7404 -2.2497 -1.0913 0.19
H -5.8794 -5.8607 -1.9413 0.37
C -3.4554 1.9673 2.4497 -0.44
C -2.7804 2.8573 1.3957 0.41
C -3.4914 3.0373 0.0867 0.89
O -2.9034 3.4653 -0.7983 -0.55
C -4.9344 2.7733 0.0477 -0.84
C -5.6234 2.0473 1.2047 0.46
C -4.7844 1.4653 2.3207 0.07
O -5.1404 0.6753 3.0667 -0.55
O -6.9014 2.0353 1.3737 -0.46
O -1.4924 3.2953 1.4887 0.19
H -2.9884 1.7283 3.4217 0.55
H -5.7054 3.2383 -0.6603 0.19
H -7.2604 1.9813 0.5547 0.36
H -1.2474 3.7273 0.7197 -0.17
C 2.2086 3.8863 2.5437 -0.44
C 1.0136 4.3753 3.3697 0.19
C 0.4546 3.3593 4.3807 0.45
O -0.5804 3.5793 5.0827 -0.68
C 1.0886 2.0653 4.3927 -0.63
C 2.2426 1.6403 3.5127 1.20
C 2.8126 2.6653 2.5767 0.15
O 3.7396 2.3183 1.8477 -0.62
O 3.0466 0.5733 3.7697 -0.40
O 0.4506 5.5513 3.4777 -0.46
H 2.7106 4.8863 2.1157 0.20
H 0.5876 1.2703 5.0197 0.30
H 2.5856 -0.0137 4.4107 0.39
H 0.1336 5.6423 4.3047 0.30
C 0.0926 -1.5207 2.8257 -1.47
C -0.9784 -1.9257 1.7627 1.46
O -0.6304 -2.4937 0.7077 -0.72
C -2.3824 -2.0427 2.3497 -1.41
H -0.0424 -2.0867 3.7407 0.59
H -0.0834 -0.5047 3.0357 0.22
H 0.9756 -1.6357 2.4657 0.25
H -2.6284 -1.1887 3.0917 0.22
H -2.5464 -2.6977 3.0567 0.66
H -3.0064 -2.2757 1.5587 0.14
C -0.9344 6.3673 0.1817 -0.99
C 0.2326 5.5533 -0.4993 0.66
O 0.1916 4.2763 -0.5483 -0.36
C 1.5966 6.2323 -0.9123 -1.36
H -1.8794 6.2573 -0.5213 0.17
H -0.6144 7.3093 0.1287 0.61
H -0.8064 6.0073 1.2757 0.16
H 2.0016 5.5023 -1.5733 0.21
H 2.1556 6.6503 -0.0723 0.30
H 1.2506 7.1013 -1.4083 0.54
C 5.1886 1.0953 -2.0323 -0.45
C 4.8676 2.5293 -2.0953 0.32
O 5.8266 3.3323 -2.3103 -0.63
C 3.5136 3.1333 -1.6633 0.05
H 4.6636 0.5513 -2.8333 0.31
H 4.9716 0.6953 -1.1183 -0.16
H 6.3076 0.9563 -2.4253 0.28
H 3.5906 3.9853 -0.9493 0.22
H 2.7786 2.4083 -1.3923 -0.42
H 3.0926 3.4683 -2.6393 0.42
C 3.3456 -4.9987 -2.6103 -1.29
C 4.1896 -3.8367 -2.2333 0.74
O 5.4096 -3.7087 -2.4143 -0.61
C 3.2386 -2.7317 -1.8933 0.16
H 2.7776 -5.1367 -3.6433 0.31
H 2.5176 -5.1477 -1.9593 0.38
H 3.9046 -5.8907 -2.2693 0.36
H 2.3096 -2.7947 -2.5523 0.35
H 3.6406 -1.5887 -1.7903 -0.42
H 3.2196 -2.7967 -0.7533 -0.07
C 0.6256 0.3473 -2.2283 -1.05
C -0.1544 0.4983 -0.9823 0.47
O -1.3704 0.5483 -1.0523 -0.08
C 0.5436 0.7883 0.2557 0.58
H 1.3916 -0.5837 -1.7703 -0.24
H 1.0656 1.2293 -2.5183 0.59
H 0.1326 -0.1707 -3.1013 0.34
H -0.2544 0.7973 1.0187 -0.21
H 1.1256 1.6953 0.3317 -0.08
H 1.3556 -0.0367 0.4877 -0.13

---

Entry 2:
110
Properties=species:S:1:pos:R:3:mulliken_charge:R:1 method="wB97M-V/def2-TZVPD" lumo_energy_ev=-4.53 orbital_gap_ha=0.2275 charge=+1 total_energy_ev=-71798.528
C 0.3951 4.8130 2.2733 -1.01
C -0.6871 5.8882 2.1131 -0.30
C -1.2302 5.9835 0.6916 -1.28
C -1.9052 4.6928 0.2351 -0.50
C -3.0041 4.2413 1.2128 -0.94
C -4.0991 3.3924 0.6435 1.03
C -5.4409 3.6776 0.8558 0.23
C -5.9888 4.8320 1.6547 -0.93
C -6.8365 4.3972 2.8397 0.58
O -7.6027 5.0697 3.4262 -0.44
F -6.6157 3.1015 3.1864 -0.21
C -6.3778 2.8167 0.3012 -0.15
N -6.0020 1.7478 -0.3743 0.41
C -7.0009 0.7978 -0.9010 -1.18
C -7.4231 -0.2253 0.1559 0.31
C -6.3645 -0.9293 0.9008 -0.37
O -7.1795 -1.5629 -0.1340 -0.46
N -4.7473 1.4345 -0.5966 -0.75
C -3.8138 2.2245 -0.1091 0.35
C -2.4259 1.7288 -0.3982 -0.82
O -1.7830 1.5438 0.8566 -0.36
N -0.7088 0.5654 0.6957 0.32
O -0.5285 -0.0062 1.6731 -0.31
H 1.0835 5.0980 3.0645 0.29
H 0.9692 4.6863 1.3547 0.31
H -0.0158 3.8499 2.5773 0.22
H -1.4833 5.6914 2.8344 0.19
H -0.2703 6.8523 2.4029 0.50
H -0.3876 6.1774 0.0265 0.48
H -1.9194 6.8254 0.5917 0.33
H -1.1310 3.9254 0.1998 0.04
H -2.2859 4.7750 -0.7849 0.59
H -2.5534 3.6733 2.0301 0.38
H -3.4207 5.1378 1.6625 0.49
H -6.6635 5.4208 1.0342 0.46
H -5.2213 5.4812 2.0595 0.30
H -7.4403 2.9814 0.4135 0.54
H -6.5524 0.2601 -1.7291 0.43
H -7.8669 1.3793 -1.2032 0.38
H -8.3371 0.0079 0.6978 0.44
H -5.3513 -0.8830 0.5263 0.17
H -6.5813 -1.3562 1.8684 0.35
H -2.5124 0.7913 -0.9444 0.59
H -1.8904 2.4285 -1.0414 0.27
N 1.7315 -0.2124 -3.5478 -0.52
C 2.9254 -0.7884 -3.6807 -0.57
C 3.5577 -1.4975 -2.6674 0.04
C 2.9114 -1.6132 -1.4467 -0.37
C 1.6661 -1.0221 -1.2933 -0.48
C 1.1278 -0.3388 -2.3687 0.05
H 3.3994 -0.6732 -4.6488 0.39
H 4.5279 -1.9462 -2.8392 0.35
H 3.3668 -2.1583 -0.6296 0.39
H 1.1187 -1.0906 -0.3640 0.35
H 0.1521 0.1329 -2.2868 0.41
N -3.2441 -1.1013 -6.9898 -0.55
C -2.4842 -2.1103 -6.5700 -0.25
C -1.3841 -1.9502 -5.7393 -0.53
C -1.0482 -0.6721 -5.3208 0.14
C -1.8305 0.3875 -5.7562 -0.55
C -2.9108 0.1214 -6.5843 -0.32
H -2.7743 -3.0954 -6.9186 0.36
H -0.8048 -2.8096 -5.4291 0.39
H -0.1968 -0.5024 -4.6693 0.58
H -1.6040 1.4049 -5.4642 0.42
H -3.5429 0.9262 -6.9452 0.36
N 1.5246 4.4320 5.6444 -0.36
C 2.2002 3.3656 6.0687 -0.12
C 3.0682 3.3855 7.1493 -0.52
C 3.2490 4.5798 7.8277 -0.16
C 2.5551 5.6993 7.3986 -0.55
C 1.7089 5.5721 6.3080 -0.03
H 2.0357 2.4492 5.5121 0.35
H 3.5884 2.4864 7.4491 0.35
H 3.9187 4.6370 8.6756 0.37
H 2.6655 6.6524 7.8967 0.35
H 1.1477 6.4269 5.9454 0.33
N -5.2379 -6.8035 1.6019 -0.54
C -5.9101 -5.9012 0.8929 -0.28
C -5.3837 -4.6735 0.5177 -0.24
C -4.0877 -4.3692 0.9029 -0.19
C -3.3749 -5.2987 1.6421 -0.42
C -3.9946 -6.4978 1.9633 -0.19
H -6.9206 -6.1771 0.6125 0.36
H -5.9764 -3.9789 -0.0631 0.39
H -3.6370 -3.4226 0.6289 0.41
H -2.3607 -5.1045 1.9633 0.35
H -3.4702 -7.2530 2.5378 0.35
N 6.7123 -2.7437 -3.0691 -0.44
C 7.7435 -2.7472 -3.9123 -0.37
C 9.0503 -2.4834 -3.5295 -0.43
C 9.3044 -2.1995 -2.1983 -0.09
C 8.2431 -2.1939 -1.3071 -0.68
C 6.9753 -2.4702 -1.7914 0.07
H 7.5075 -2.9751 -4.9456 0.42
H 9.8467 -2.5034 -4.2601 0.38
H 10.3109 -1.9904 -1.8601 0.40
H 8.3922 -1.9802 -0.2575 0.39
H 6.1225 -2.4769 -1.1195 0.30
N 9.7616 -6.3968 0.3414 -0.55
C 8.9839 -5.5442 -0.3220 -0.18
C 8.0363 -5.9340 -1.2568 0.15
C 7.8889 -7.2872 -1.5174 -0.62
C 8.6904 -8.1875 -0.8349 -0.26
C 9.6070 -7.6924 0.0813 -0.33
H 9.1358 -4.4962 -0.0933 0.38
H 7.4331 -5.1961 -1.7682 0.29
H 7.1623 -7.6335 -2.2411 0.39
H 8.6107 -9.2519 -1.0072 0.37
H 10.2511 -8.3659 0.6358 0.36